{
  "formula": "C5H9NO3",
  "method": "wB97M-V/def2-TZVPD",
  "multiplicity": 3,
  "homo_energy_ha": [-0.26385, -0.37791],
  "orbital_gap_ha": [0.2955, 0.2552],
  "s2": 2.009,
  "symbols": ["C", "C", "C", "C", "C", "N", "O", "O", "O", "H", "H", "H", "H", "H", "H", "H", "H", "H"],
  "coordinates": [[1.176629, 0.534463, -0.323983], [0.385431, -0.632724, 0.020434], [0.967828, 1.984793, -0.052160], [0.291314, -1.944481, -0.788816], [-0.903345, -0.386002, 1.041002], [-2.074062, 0.052081, 0.242924], [-3.025125, -0.622672, 0.243962], [-1.960396, 1.117885, -0.400420], [1.601423, -0.282815, 0.661326], [1.770216, 0.421221, -1.235009], [1.753427, 2.570509, -0.423679], [0.897412, 2.039150, 1.008032], [0.054964, 2.409425, -0.616240], [-0.503063, -1.824686, -1.510843], [0.195871, -2.545217, 0.103045], [1.213453, -1.871484, -1.247691], [-1.260188, -1.427240, 1.592291], [-0.581791, 0.407791, 1.685833]],
  "forces_ev_per_a": [[0.252, 1.426, -3.377], [-3.270, 0.579, 1.642], [-2.704, -0.164, -0.831], [-0.589, 3.198, 2.340], [1.052, -2.013, -1.708], [8.611, -1.792, 5.107], [-8.064, -3.577, -1.392], [-0.696, 4.238, -3.028], [1.002, -2.056, 2.108], [-0.110, -0.248, -0.222], [1.452, 0.648, -0.238], [-0.357, 0.821, 0.887], [1.081, -0.782, 1.194], [-0.442, -0.628, 0.145], [-0.133, -1.620, -0.829], [2.017, -1.172, -1.198], [0.934, 2.937, -1.414], [-0.038, 0.207, 0.814]],
  "nbo_charge": [0.06, 0.24, -0.64, -0.64, -0.32, 0.27, -0.38, -0.08, -0.49, 0.16, 0.22, 0.22, 0.23, 0.23, 0.23, 0.22, 0.25, 0.22]
}

{
  "formula": "C16H33ClFN2O11S3",
  "method": "wB97M-V/def2-TZVPD",
  "total_charge": 1,
  "homo_energy_ha": -0.46189,
  "orbital_gap_ha": 0.2935,
  "symbols": ["C", "C", "O", "C", "O", "C", "C", "Cl", "C", "N", "N", "C", "F", "H", "H", "H", "H", "H", "H", "H", "H", "H", "O", "S", "O", "O", "C", "C", "C", "H", "H", "H", "H", "H", "H", "H", "H", "O", "S", "O", "O", "C", "C", "C", "H", "H", "H", "H", "H", "H", "H", "H", "O", "S", "O", "O", "C", "C", "C", "H", "H", "H", "H", "H", "H", "H", "H"],
  "coordinates": [[3.794583, 0.852679, 1.277998], [3.954805, 1.506004, -0.080142], [5.354538, 1.581233, -0.366958], [3.496213, 2.968836, -0.006151], [2.243838, 3.254464, -0.701723], [1.292610, 2.372782, -0.489010], [0.588138, 2.200016, 0.685030], [0.829777, 3.135801, 2.067647], [-0.350575, 1.174196, 0.677737], [-0.550784, 0.433802, -0.384078], [0.044577, 0.558813, -1.557318], [0.928074, 1.515597, -1.558817], [1.566405, 1.700785, -2.699271], [4.038597, -0.204861, 1.271237], [4.456689, 1.342205, 1.985123], [2.788526, 0.931764, 1.688711], [3.503585, 0.941537, -0.896988], [5.618846, 0.710431, -0.670678], [4.255939, 3.582156, -0.467456], [3.460337, 3.265376, 1.036765], [-0.935551, 0.975033, 1.559188], [-1.229167, -0.322645, -0.326372], [-2.490875, -1.981178, -0.523785], [-2.389622, -3.335784, -0.030923], [-1.104405, -3.876820, 0.274773], [-3.154010, -4.286833, -1.019501], [-2.827681, -4.237296, -2.432442], [-1.538029, -4.967944, -2.747510], [-3.457274, -3.541494, 1.350321], [-2.792022, -3.202517, -2.774481], [-3.660013, -4.714641, -2.943690], [-0.675432, -4.455871, -2.321449], [-1.398697, -5.029214, -3.826220], [-1.556253, -5.975127, -2.332753], [-4.440658, -3.155439, 1.096302], [-3.031383, -2.982097, 2.180710], [-3.503334, -4.598788, 1.595016], [-7.223742, -4.660780, -2.159873], [-7.593925, -4.050506, -3.400993], [-6.591432, -3.682961, -4.353000], [-8.512202, -2.787342, -3.098837], [-8.019315, -1.800034, -2.173826], [-6.981599, -0.889484, -2.801342], [-8.818123, -5.030012, -4.197077], [-7.631427, -2.290602, -1.279424], [-8.890079, -1.220435, -1.874628], [-6.065117, -1.432975, -3.029822], [-6.735460, -0.075504, -2.118617], [-7.353898, -0.469840, -3.735244], [-9.596945, -5.270199, -3.479124], [-8.329722, -5.937082, -4.545592], [-9.219522, -4.472123, -5.038647], [5.461184, 3.375739, 4.298366], [5.922417, 4.693074, 3.971336], [5.870635, 5.166876, 2.621720], [7.383504, 4.905585, 4.543170], [8.398886, 3.934776, 4.199333], [8.928401, 4.129194, 2.792702], [5.122924, 5.863393, 5.015322], [8.010809, 2.925678, 4.344576], [9.197896, 4.082513, 4.922249], [8.167040, 3.901035, 2.047325], [9.781177, 3.473034, 2.620211], [9.237856, 5.162406, 2.638491], [5.195778, 5.523236, 6.044309], [4.081426, 5.917903, 4.706696], [5.602965, 6.829599, 4.887743]],
  "forces_ev_per_a": [[-0.354, -0.419, 0.187], [0.828, 0.253, 0.368], [-0.272, 0.080, -0.191], [0.717, -0.079, 0.117], [0.214, -0.133, 0.123], [0.012, 0.085, 0.008], [-0.079, -0.283, -0.405], [0.042, 0.160, 0.172], [-0.017, 0.326, 0.585], [-0.375, -0.323, -0.055], [0.352, 0.553, 0.599], [0.207, -0.109, -1.318], [-0.266, -0.130, 0.437], [0.140, -0.163, -0.140], [0.143, 0.155, 0.061], [-0.186, 0.050, -0.077], [-0.500, 0.107, -0.008], [0.311, -0.102, -0.011], [-0.106, 0.194, -0.388], [-0.421, 0.197, 0.124], [-0.180, -0.237, 0.047], [-0.348, -0.532, -0.257], [0.460, 0.582, 0.080], [-0.576, -0.855, 0.035], [0.257, 0.386, 0.018], [-0.040, 0.247, 0.106], [0.262, -0.153, -0.800], [0.146, 0.072, 0.299], [-0.067, 0.125, 0.031], [-0.044, 0.067, 0.222], [-0.177, 0.009, 0.283], [0.003, 0.011, -0.027], [-0.091, 0.001, -0.016], [-0.051, -0.034, -0.074], [-0.004, -0.028, -0.035], [0.054, -0.007, -0.021], [0.030, -0.018, -0.031], [0.298, 0.067, 0.070], [-0.565, 0.020, -0.176], [0.263, -0.069, 0.114], [-0.048, -0.119, -0.036], [0.246, 0.462, 0.293], [0.139, -0.167, -0.139], [-0.077, -0.001, -0.021], [-0.015, -0.147, -0.082], [-0.137, -0.148, -0.119], [-0.005, -0.004, 0.017], [-0.080, 0.002, 0.030], [-0.045, 0.053, 0.038], [0.010, 0.016, 0.020], [0.065, 0.018, 0.024], [0.026, 0.018, -0.004], [-0.001, -0.176, -0.317], [0.153, 0.638, 0.521], [-0.195, -0.306, -0.198], [-0.113, -0.107, 0.033], [0.503, -0.365, -0.257], [-0.245, 0.089, -0.122], [-0.030, 0.024, 0.058], [-0.164, 0.074, 0.027], [-0.147, 0.167, 0.125], [0.008, -0.026, 0.007], [0.022, 0.000, 0.079], [0.074, -0.013, 0.042], [0.020, -0.014, -0.002], [0.009, -0.034, -0.046], [0.013, -0.005, -0.027]],
  "nbo_charge": [-0.64, 0.05, -0.70, -0.09, -0.45, 0.31, -0.11, 0.15, 0.07, -0.23, -0.17, 0.54, -0.25, 0.22, 0.25, 0.19, 0.17, 0.48, 0.25, 0.20, 0.26, 0.48, -1.01, 2.40, -0.93, -0.71, -0.08, -0.64, -0.88, 0.20, 0.22, 0.22, 0.23, 0.23, 0.26, 0.25, 0.27, -0.94, 2.38, -0.94, -0.72, -0.08, -0.64, -0.89, 0.19, 0.20, 0.22, 0.21, 0.22, 0.26, 0.26, 0.26, -0.95, 2.39, -0.94, -0.72, -0.08, -0.64, -0.89, 0.20, 0.20, 0.22, 0.22, 0.22, 0.26, 0.25, 0.26]
}

{
  "formula": "C4H6N2OS",
  "method": "wB97M-V/def2-TZVPD",
  "homo_energy_ha": -0.30936,
  "orbital_gap_ha": 0.3284,
  "smiles": "Nc1cnoc1CS",
  "symbols": ["C", "C", "C", "C", "N", "N", "O", "S", "H", "H", "H", "H", "H", "H"],
  "coordinates": [[-0.551137, -0.049863, 2.103133], [-0.634588, -0.027603, 0.680140], [0.663455, 0.328467, 0.355990], [1.158218, 0.506613, -1.131132], [0.630736, 0.179007, 2.534803], [-1.723766, -0.419650, -0.202414], [1.382291, 0.447932, 1.430555], [1.599426, -1.158473, -1.805458], [-1.409833, -0.304218, 2.706076], [0.226958, 0.938963, -1.729145], [2.035764, 1.188486, -1.015117], [-2.655042, -0.369634, 0.094299], [-1.536743, -0.039395, -1.101512], [0.814262, -1.220634, -2.920217]],
  "forces_ev_per_a": [[-2.201, -0.920, -1.381], [-0.152, -0.083, -0.235], [-2.998, -0.684, -3.861], [-1.460, 0.512, 1.715], [0.727, 0.510, 1.201], [3.484, 0.158, 0.963], [1.899, 0.319, 0.614], [-0.092, 0.264, -0.329], [0.385, 0.068, 0.593], [2.392, -0.599, 1.194], [-0.709, -0.464, -0.991], [-1.110, 0.436, 0.639], [-0.460, 0.128, -0.708], [0.294, 0.354, 0.587]],
  "nbo_charge": [-0.05, 0.02, 0.25, -0.56, -0.12, -0.81, -0.27, -0.03, 0.21, 0.24, 0.25, 0.39, 0.37, 0.13]
}

{
  "formula": "C19H23NO4",
  "method": "wB97M-V/def2-TZVPD",
  "homo_energy_ha": -0.31774,
  "orbital_gap_ha": 0.3417,
  "smiles": "CCCCCOC(=O)c1[nH]c2c(c1C)C(=O)C[C@H](c1ccco1)C2",
  "symbols": ["C", "C", "C", "C", "C", "H", "H", "O", "C", "O", "C", "C", "C", "C", "N", "H", "C", "H", "H", "C", "C", "C", "C", "C", "O", "H", "H", "H", "H", "C", "C", "O", "H", "H", "C", "H", "H", "H", "H", "H", "H", "H", "H", "H", "H", "H", "H"],
  "coordinates": [[-3.967309, -0.596355, 2.329119], [-4.921564, -1.161506, 1.283605], [-6.046734, -0.195852, 0.907902], [-5.586792, 1.101463, 0.241501], [-4.904243, 0.901530, -1.111346], [-5.469885, 0.207244, -1.736413], [-4.813385, 1.868916, -1.617627], [-3.604554, 0.324145, -1.002247], [-2.616229, 1.139384, -0.619731], [-2.752624, 2.329547, -0.412702], [-1.332394, 0.471765, -0.471907], [-0.890674, -0.830555, -0.635362], [0.495600, -0.814483, -0.321492], [0.839415, 0.493485, 0.014716], [-0.259769, 1.248408, -0.079385], [-0.352158, 2.239446, 0.088688], [2.201320, 0.951252, 0.381054], [2.378265, 1.972633, 0.037126], [2.323926, 0.938595, 1.469116], [3.212653, -0.020723, -0.253046], [4.609107, 0.312951, 0.162151], [5.235797, 0.269680, 1.373869], [6.563393, 0.709800, 1.151081], [6.644575, 0.988547, -0.176545], [5.468167, 0.752549, -0.781491], [7.448760, 1.345398, -0.788369], [7.342001, 0.802231, 1.879883], [4.814221, -0.038833, 2.308644], [3.160352, 0.081952, -1.342249], [2.855752, -1.463649, 0.126052], [1.468495, -1.892207, -0.340289], [1.234124, -3.036544, -0.665331], [3.588391, -2.160469, -0.283913], [2.873348, -1.567521, 1.214777], [-1.673459, -2.023986, -1.036190], [-2.077888, -2.514119, -0.150277], [-2.501115, -1.742583, -1.680972], [-1.023715, -2.735749, -1.538685], [-4.907945, 1.647098, 0.897089], [-6.460113, 1.734977, 0.072643], [-6.736094, -0.709182, 0.232373], [-6.604193, 0.066031, 1.810890], [-5.375682, -2.074265, 1.677799], [-4.360108, -1.429531, 0.389024], [-4.513468, -0.280808, 3.216074], [-3.418867, 0.258081, 1.940180], [-3.241683, -1.351584, 2.623277]],
  "forces_ev_per_a": [[-0.068, -0.157, -0.211], [-0.129, 0.062, 0.118], [0.171, 0.022, -0.082], [0.131, -0.329, -0.137], [-0.511, 0.608, 0.074], [0.067, 0.056, 0.028], [-0.037, -0.211, -0.007], [0.416, -0.216, 0.062], [-0.007, 0.310, -0.014], [-0.044, -0.145, -0.025], [0.055, -0.572, -0.088], [-0.133, 0.504, 0.068], [-0.335, 0.395, -0.022], [0.039, -0.344, -0.064], [-0.032, 0.197, 0.069], [0.050, -0.068, -0.011], [0.082, 0.044, -0.121], [0.035, -0.003, 0.044], [0.041, 0.037, -0.019], [0.159, 0.129, 0.096], [-0.225, -0.208, 0.725], [-0.410, -0.034, -0.492], [0.207, 0.178, -0.532], [0.571, 0.039, 0.717], [-0.281, 0.003, -0.434], [0.041, 0.041, -0.169], [0.217, 0.045, 0.090], [-0.169, -0.095, 0.173], [-0.018, 0.004, 0.062], [0.074, -0.163, -0.230], [0.384, 0.173, 0.156], [-0.035, -0.108, -0.014], [-0.064, -0.006, 0.048], [0.038, -0.013, 0.070], [-0.098, -0.120, -0.152], [-0.059, -0.101, 0.020], [-0.054, -0.069, 0.000], [-0.060, -0.044, 0.003], [-0.044, 0.123, -0.023], [0.035, 0.083, -0.010], [-0.107, 0.007, 0.026], [-0.085, -0.055, 0.010], [0.028, -0.040, -0.059], [-0.025, -0.143, 0.017], [-0.014, 0.064, 0.125], [0.099, 0.131, 0.036], [0.104, -0.012, 0.079]],
  "nbo_charge": [-0.61, -0.40, -0.39, -0.43, -0.08, 0.19, 0.20, -0.51, 0.77, -0.63, -0.05, 0.07, -0.30, 0.31, -0.48, 0.44, -0.44, 0.23, 0.23, -0.25, 0.29, -0.32, -0.31, 0.08, -0.40, 0.20, 0.23, 0.23, 0.23, -0.49, 0.59, -0.56, 0.24, 0.22, -0.65, 0.23, 0.23, 0.25, 0.22, 0.22, 0.20, 0.20, 0.20, 0.21, 0.20, 0.20, 0.21]
}

{
  "formula": "C14H13N3O6S",
  "method": "wB97M-V/def2-TZVPD",
  "homo_energy_ha": -0.30073,
  "orbital_gap_ha": 0.2730,
  "smiles": "Cc1ccc(S(=O)(=O)N/N=C/c2ccc(O)c(O)c2)cc1[N+](=O)[O-]",
  "symbols": ["C", "C", "C", "C", "C", "C", "C", "N", "O", "O", "H", "S", "O", "O", "N", "N", "C", "C", "C", "C", "C", "C", "C", "H", "O", "H", "O", "H", "H", "H", "H", "H", "H", "H", "H", "H", "H"],
  "coordinates": [[3.404604, 1.190286, -3.911229], [2.134225, 1.206476, -3.132700], [1.982770, 0.337364, -2.051528], [0.824586, 0.302792, -1.298305], [-0.221463, 1.149830, -1.618977], [-0.116940, 2.017874, -2.679906], [1.054532, 2.048512, -3.432511], [1.088826, 2.987028, -4.534478], [2.167341, 3.331627, -4.964325], [0.023933, 3.377618, -4.955966], [-0.939564, 2.674216, -2.920780], [-1.743483, 1.131564, -0.662119], [-2.502789, 2.292869, -1.004099], [-2.334002, -0.167917, -0.770353], [-1.172673, 1.405380, 0.907351], [-0.854622, 0.551792, 1.890024], [-0.818690, -0.710119, 1.717444], [-0.437340, -1.591297, 2.801093], [-0.006394, -1.104801, 4.035340], [0.348856, -1.971566, 5.047811], [0.280287, -3.345810, 4.856352], [-0.155284, -3.842678, 3.617928], [-0.503876, -2.973817, 2.605579], [-0.843434, -3.365773, 1.655657], [-0.206501, -5.210011, 3.487382], [-0.545528, -5.436394, 2.614912], [0.628721, -4.194132, 5.851246], [0.504965, -5.099161, 5.531715], [0.683237, -1.607511, 6.005760], [0.041449, -0.038490, 4.180349], [-1.094231, -1.186654, 0.777636], [-1.330698, 2.347726, 1.228748], [0.731611, -0.375126, -0.464831], [2.797591, -0.325002, -1.801319], [3.962926, 2.109130, -3.737310], [3.213352, 1.142490, -4.981419], [4.018244, 0.342737, -3.618197]],
  "forces_ev_per_a": [[0.281, 0.019, -0.119], [-0.242, 0.263, -0.158], [-0.217, 0.076, 0.048], [0.067, -0.081, -0.004], [-0.456, 0.044, 0.187], [-0.055, 0.231, -0.230], [-0.121, -0.830, 1.061], [-0.117, 0.216, -0.260], [0.332, 0.150, -0.110], [-0.307, 0.160, -0.195], [0.015, 0.052, -0.066], [0.425, 0.129, 0.203], [0.243, 0.154, 0.051], [0.282, 0.009, 0.237], [-0.618, 0.445, -1.369], [0.228, -0.800, 0.641], [-0.182, 0.314, -0.459], [0.224, -0.417, 0.631], [-0.079, -0.075, -0.241], [0.002, -0.312, 0.033], [-0.188, -0.046, -0.523], [0.081, 0.143, 0.194], [0.024, 0.270, 0.109], [-0.036, -0.057, -0.117], [0.042, 0.078, 0.107], [0.023, -0.022, 0.073], [0.016, -0.162, 0.055], [0.024, 0.069, 0.066], [0.047, 0.055, 0.126], [0.030, 0.124, 0.067], [0.027, 0.071, 0.007], [-0.065, 0.034, -0.128], [0.080, -0.124, 0.098], [0.074, -0.052, -0.003], [0.050, -0.029, -0.038], [0.062, -0.027, -0.008], [0.006, -0.071, 0.039]],
  "nbo_charge": [-0.65, 0.13, -0.22, -0.16, -0.33, -0.15, -0.01, 0.53, -0.37, -0.37, 0.28, 2.29, -0.92, -0.92, -0.69, -0.23, 0.02, -0.11, -0.17, -0.25, 0.25, 0.28, -0.27, 0.21, -0.70, 0.49, -0.66, 0.50, 0.23, 0.23, 0.19, 0.42, 0.23, 0.22, 0.25, 0.24, 0.21]
}

How do the records compare in largest force on an atom? In the order shown, they have 0.19779; 0.02603; 0.09599; 0.01784; 0.03046 Eh/bohr.